Entry 1:
C4H12N3 | the ωB97M-V functional and the def2-TZVPD basis

Last column: Löwdin charge in e.
Element x y z (Å)
C  1.89088  0.69277  0.27498  -0.156
C  -2.07794  -0.08870  0.18853  -0.359
N  1.63019  -0.68668  0.14010  0.020
C  3.00465  1.17065  -0.28864  0.116
H  -1.13343  1.34152  -0.95249  0.083
H  -1.95077  0.62907  0.96275  0.092
H  3.24547  2.18946  -0.06531  0.078
H  3.69732  0.62233  -0.93405  0.094
N  -3.48998  -0.01000  -0.16510  0.001
H  0.85784  -2.49707  0.69572  0.140
H  -1.84976  -1.13819  0.45319  0.098
H  1.08785  1.27372  0.68260  0.116
H  -3.73840  -0.47122  -1.05404  0.081
H  2.07043  -1.19668  -0.64307  0.188
H  -3.80732  0.95136  -0.26625  0.071
H  0.42300  -1.01476  1.82177  0.118
C  0.96030  -1.42426  0.98333  0.176
N  -1.03325  0.31159  -0.82315  -0.023
H  -1.31824  -0.09659  -1.71289  0.065

Atoms 1-3, force components in eV/Å:
1.077 0.128 -1.372
-0.181 -0.245 -1.655
-0.811 -2.132 1.388

Summary:
Molar mass (g/mol): 102.16
E_LUMO (eV): -5.2226
Relative energy (zero: lowest compared OMol25 entry of this formula, charge and spin) (kJ/mol): 314.7
E_HOMO (hartree): -0.459
Charge: +1
Largest force on an atom (eV/A): 2.67
Kohn-Sham gap (eV): 7.3
Multiplicity: 1

Entry 2:
C5H12N4 | the ωB97M-V functional and the def2-TZVPD basis

Last column: Löwdin charge in e.
Element x y z (Å)
C  1.60128  -1.80047  1.58525  -0.098
H  -2.60986  3.24287  -0.59590  0.086
H  1.43848  -1.06600  2.43876  0.123
H  -1.80011  1.51730  -2.61225  0.121
N  1.51868  -1.15618  0.29045  -0.236
N  -0.25974  -0.19274  -1.02906  0.023
N  2.85537  -1.28379  -0.02827  0.045
H  3.54469  -2.99233  0.99468  0.103
N  0.47349  -0.45681  0.02971  -0.095
C  -2.12619  1.30729  -1.57740  -0.246
H  1.11176  -2.72059  1.59651  0.078
C  -1.64958  0.11878  -0.79493  -0.282
C  3.16840  -1.96075  1.18727  -0.197
H  3.89130  -1.37739  1.85709  0.115
H  0.04631  -0.19882  1.02051  0.172
H  -1.88545  0.15805  0.35324  0.138
H  -1.12110  3.24680  -1.38139  0.039
H  -3.20421  1.34811  -1.47738  0.096
H  -1.10644  2.42702  0.07004  0.071
C  -1.72622  2.58095  -0.83605  -0.135
H  -2.16088  -0.74132  -1.09089  0.079

Atoms 1-3, force components in eV/Å:
2.849 1.329 0.205
0.772 -0.910 0.157
-0.161 -1.062 -0.797

Summary:
Molar mass (g/mol): 128.18
E_LUMO (spin up / spin down) (eV): 0.9486 / 0.2264
Relative energy (zero: lowest compared OMol25 entry of this formula, charge and spin) (kJ/mol): 33.2
E_HOMO (spin up / spin down) (hartree): -0.230 / -0.350
Largest force on an atom (eV/A): 7.20
Kohn-Sham gap (spin up / spin down) (eV): 7.2 / 9.8
Multiplicity: 3

Entry 3:
C7H13N | the ωB97M-V functional and the def2-TZVPD basis

Last column: Löwdin charge in e.
Element x y z (Å)
H  0.09597  0.67453  2.31427  0.064
C  -1.05478  1.56285  0.10309  -0.119
H  2.16211  -1.68399  0.62191  0.093
C  0.44190  -0.37832  0.55337  -0.295
H  -1.73872  0.21217  -1.80489  0.076
C  1.99643  -0.96276  -1.32493  -0.110
N  -1.02979  -0.37993  -1.39815  0.086
C  -2.29972  1.87040  0.43463  0.007
H  -1.39358  -1.32368  -1.37152  0.091
H  1.28206  -0.66497  -2.08024  0.044
H  0.70971  -2.38538  -0.24576  0.108
H  1.80066  0.52614  2.10157  0.093
H  1.06971  -0.95249  2.52249  0.077
C  -0.57177  0.11071  -0.14252  -0.309
H  -3.05733  1.15722  0.71327  0.060
C  0.83428  -0.04156  1.96843  -0.061
H  -0.30903  2.27425  -0.20204  0.102
H  2.81095  -1.57249  -1.68096  0.059
C  1.32012  -1.48951  -0.03222  -0.211
H  2.36053  0.05570  -1.04017  0.086
H  -2.56348  2.91159  0.65167  0.058

Atoms 1-3, force components in eV/Å:
-0.268 -0.488 1.002
-0.363 -2.258 -0.355
-0.278 -0.494 0.502

Summary:
Molar mass (g/mol): 111.19
SMILES: C=C/C(N)=C(\C)CC
E_LUMO (eV): 1.0317
Relative energy (zero: lowest compared OMol25 entry of this formula, charge and spin) (kJ/mol): 178.8
E_HOMO (hartree): -0.288
Largest force on an atom (eV/A): 2.64
Kohn-Sham gap (eV): 8.9
Multiplicity: 1